# H4NO2PS

A 3-piece molecular cluster, H4NO2PS overall in a non-equilibrium geometry (ωB97M-V/def2-TZVPD, OMol25).

```
9
Properties=species:S:1:pos:R:3:forces:R:3
N -0.625 -0.558 -0.969 -0.6 -0.4 0.4
O 3.063 2.317 -0.737 -0.6 -0.7 -0.7
O 0.496 1.917 -0.911 0.8 -1.0 -0.5
P 2.101 1.481 -1.483 -0.6 1.2 1.3
S 0.248 0.509 -0.028 -0.4 0.0 -0.1
H -1.605 -0.906 -0.691 2.4 1.0 -0.6
H 0.019 -1.179 -1.466 -1.1 -0.1 0.2
H -1.880 -1.642 3.549 0.2 -1.1 -3.0
H -1.815 -1.939 2.735 -0.2 1.1 3.0
```
Positions in Å, forces in eV/Å.

Properties
Total energy: -947.1277 Eh
Total charge: 0
ΔE to the lowest compared entry with this formula, charge and spin: 88.2 kcal/mol
HOMO: -9.675 eV
Orbital gap: 9.37 eV

Results of the Löwdin charge analysis, in e, for atoms 1 through 6:
1 N -0.3577
2 O -0.4692
3 O -0.7840
4 P 0.7538
5 S 0.7288
6 H 0.0867

***

# C4H10NS

A 2-piece molecular cluster, C4H10NS overall (ωB97M-V/def2-TZVPD, OMol25).

```
16
Properties=species:S:1:pos:R:3:forces:R:3
C 2.558 0.290 1.793 -0.5 -0.7 -0.1
C 1.927 -0.870 2.068 0.2 0.4 0.6
N 0.796 -1.366 1.478 0.2 0.5 -0.7
H 2.136 0.955 1.052 0.2 0.2 0.0
H 3.464 0.520 2.332 0.1 0.1 -0.1
H 2.341 -1.487 2.864 0.0 -0.1 0.0
H 0.349 -0.715 0.782 -0.1 -0.5 0.5
H 0.197 -1.948 2.033 0.0 0.0 0.0
C -2.052 0.137 -2.671 -0.3 0.4 0.2
C -2.040 0.383 -1.154 0.0 -0.5 -0.2
S -0.375 0.823 -0.583 0.0 0.2 0.1
H -1.541 -0.786 -2.938 0.1 -0.1 0.1
H -1.515 0.964 -3.137 0.0 0.0 -0.2
H -3.077 0.116 -3.069 0.1 -0.1 0.0
H -2.392 -0.527 -0.651 0.0 0.0 0.0
H -2.777 1.150 -0.899 0.1 0.2 -0.1
```
Positions in Å, forces in eV/Å.

Properties
Total energy: -611.3564 Eh
Total charge: -1
ΔE to the lowest compared entry with this formula, charge and spin: 5.9 kcal/mol
HOMO: -2.670 eV
Orbital gap: 6.79 eV

Results of the Löwdin charge analysis, in e, for atoms 1 through 6:
1 C -0.0632
2 C -0.3568
3 N -0.0021
4 H 0.0056
5 H 0.0109
6 H 0.0792

***

# C3H9NOS

A 2-piece molecular cluster, C3H9NOS overall in a non-equilibrium geometry (ωB97M-V/def2-TZVPD, OMol25).

```
15
Properties=species:S:1:pos:R:3:forces:R:3
N 3.562 1.838 1.109 -2.8 -2.4 3.8
C 3.559 0.646 0.309 5.1 2.0 -0.8
O 4.097 -0.372 0.722 -2.6 0.7 -0.1
H 2.850 1.606 1.841 1.4 -1.3 0.8
H 3.194 2.751 1.265 0.1 1.7 -3.0
H 3.811 0.985 -0.707 -1.3 -0.8 -0.8
C -2.044 -0.258 -1.933 -3.1 -0.3 0.3
S -1.156 -1.100 -0.633 -0.7 -1.0 2.2
C -2.570 -1.318 1.033 2.1 -1.4 -3.7
H -2.802 0.287 -1.268 1.3 0.6 -1.8
H -2.746 -0.900 -2.516 0.6 -0.2 0.5
H -1.466 0.199 -2.763 0.0 0.5 1.4
H -2.482 -2.384 1.191 1.2 0.0 1.0
H -2.264 -0.580 1.717 0.0 0.5 0.8
H -3.542 -1.399 0.633 -1.3 1.4 -0.6
```
Positions in Å, forces in eV/Å.

Properties
Total energy: -647.7296 Eh
SMILES: NC=O.CSC
Total charge: 0
ΔE to the lowest compared entry with this formula, charge and spin: 105.8 kcal/mol
HOMO: -8.514 eV
Orbital gap: 9.15 eV

Results of the Löwdin charge analysis, in e, for atoms 1 through 6:
1 N 0.0526
2 C -0.3565
3 O 0.0262
4 H 0.0940
5 H 0.0682
6 H 0.1158

***

# CH3ClN2O2

A 2-piece molecular cluster, CH3ClN2O2 overall in a non-equilibrium geometry (ωB97M-V/def2-TZVPD, OMol25).

```
9
Properties=species:S:1:pos:R:3:forces:R:3
O -1.013 -0.428 -1.516 2.7 -1.2 -2.9
N -0.053 -1.014 -1.889 -3.5 0.1 1.5
Cl 1.437 -0.023 -2.284 0.4 0.9 -0.5
C 0.320 -0.444 0.780 1.9 -2.7 0.6
N -0.394 0.443 0.390 -2.8 2.5 -2.8
O -0.987 1.528 0.951 0.6 -0.7 0.2
H 0.646 -0.515 1.779 0.8 -0.4 1.3
H 0.608 -1.259 0.000 -0.4 1.3 1.6
H -0.564 1.712 1.789 0.3 0.1 0.9
```
Positions in Å, forces in eV/Å.

Properties
Total energy: -759.8731 Eh
SMILES: O=NCl.C=NO
Total charge: 0
ΔE to the lowest compared entry with this formula, charge and spin: 86.8 kcal/mol
HOMO: -9.737 eV
Orbital gap: 9.25 eV

Results of the Löwdin charge analysis, in e, for atoms 1 through 6:
1 O -0.0836
2 N -0.3968
3 Cl 0.4012
4 C -0.0623
5 N -0.1389
6 O 0.0352

***

# C23H53NOP3Tm

C23H53NOP3Tm as an isolated structure in a non-equilibrium geometry (ωB97M-V/def2-TZVPD, OMol25).

```
82
Properties=species:S:1:pos:R:3:forces:R:3
Tm -0.037 0.234 -0.366 -1.2 -0.5 0.9
P -0.735 2.822 0.098 0.6 -0.1 0.5
P -0.656 -1.708 -2.164 0.5 -0.4 0.2
N -2.099 0.007 -0.020 0.3 0.0 -0.1
C -2.440 2.438 0.667 -0.4 0.4 -0.2
H -2.589 2.974 1.616 -0.2 -0.1 -0.3
H -3.102 2.907 -0.083 0.1 -0.2 0.3
C -2.837 0.941 0.832 -0.4 -0.3 0.2
H -2.756 0.638 1.903 0.0 0.3 -0.4
H -3.917 0.849 0.592 0.4 0.2 0.2
C -2.850 -1.215 -0.313 -0.4 0.0 0.4
H -3.919 -0.942 -0.462 0.5 -0.2 0.0
H -2.852 -1.893 0.575 0.1 0.2 -0.6
C -2.379 -1.978 -1.585 -0.4 -0.1 -0.3
H -3.015 -1.677 -2.435 0.2 -0.1 0.3
H -2.506 -3.061 -1.450 -0.2 0.3 -0.1
C 0.324 -3.139 -1.478 -0.2 0.3 -0.1
C 1.829 -2.848 -1.545 0.2 -0.3 0.1
H 2.355 -3.532 -0.865 0.0 0.2 -0.3
H 2.105 -1.822 -1.250 -0.1 -0.1 0.0
H 2.216 -3.007 -2.561 -0.1 0.1 0.4
C -0.568 -1.712 -4.002 -0.4 0.2 -0.1
C 0.877 -1.572 -4.500 0.0 0.0 -0.1
H 0.866 -1.336 -5.574 0.0 -0.1 0.3
H 1.443 -2.505 -4.374 -0.2 0.3 -0.1
H 1.419 -0.762 -3.996 -0.1 -0.2 -0.1
C -0.660 4.305 -0.984 -0.4 0.0 -0.2
C 0.787 4.652 -1.364 0.0 0.1 0.0
H 0.780 5.378 -2.189 0.0 -0.2 0.3
H 1.349 3.775 -1.711 -0.1 0.2 0.1
H 1.330 5.108 -0.526 -0.2 -0.1 -0.3
C 0.210 3.118 1.679 -0.2 -0.1 -0.3
C 1.720 2.982 1.443 0.1 0.1 0.3
H 2.230 2.896 2.413 0.0 0.1 -0.3
H 2.117 3.863 0.922 0.0 -0.3 0.2
H 2.010 2.098 0.849 -0.1 0.1 0.1
C 1.806 0.921 -1.736 5.0 2.0 -3.9
C -1.300 -2.873 -4.678 0.0 -0.1 -0.3
H -0.802 -3.833 -4.501 -0.2 0.3 -0.1
H -2.344 -2.953 -4.354 0.2 0.0 -0.1
H -1.303 -2.699 -5.764 0.0 -0.1 0.3
C -1.430 5.515 -0.451 0.0 0.3 -0.1
H -1.446 6.292 -1.229 0.0 -0.2 0.2
H -2.470 5.270 -0.206 0.2 0.1 0.0
H -0.952 5.947 0.436 -0.2 -0.1 -0.3
C -0.108 4.421 2.408 0.2 0.1 0.5
H 0.354 4.378 3.407 -0.2 0.1 -0.2
H 0.324 5.293 1.900 -0.1 -0.3 0.1
H -1.181 4.585 2.555 0.2 0.0 -0.1
C 0.016 -4.504 -2.088 0.2 -0.5 0.2
H 0.452 -4.612 -3.089 -0.1 0.1 0.3
H 0.482 -5.278 -1.458 -0.1 0.1 -0.2
H -1.054 -4.730 -2.138 0.2 0.1 0.0
H 0.016 -3.170 -0.417 0.1 0.1 -0.2
H -0.131 2.290 2.327 0.1 0.1 -0.2
H -1.105 -0.780 -4.260 0.1 -0.2 0.1
H -1.173 3.955 -1.898 0.1 0.1 0.2
O 2.692 1.265 -2.396 -3.7 -1.4 2.7
H -2.092 1.386 -2.525 0.6 0.1 -0.2
H -1.416 1.505 -2.862 -0.5 0.0 0.2
C 3.528 -0.640 1.713 0.2 0.1 0.1
C 2.474 -1.703 2.035 -0.1 -0.2 -0.1
P 0.736 -1.075 1.994 0.6 -0.2 1.0
C -0.348 -2.513 2.394 -0.3 0.0 -0.4
C 0.289 -3.740 3.053 0.0 -0.2 0.1
C 0.611 -0.036 3.509 0.0 0.5 -0.1
C 0.936 -0.738 4.826 0.0 0.0 0.2
H 4.535 -1.066 1.824 -0.3 0.1 0.0
H 3.475 0.234 2.376 0.0 -0.2 -0.1
H 3.458 -0.280 0.676 -0.1 -0.1 0.1
H 2.521 -2.506 1.283 0.0 0.1 0.3
H 2.672 -2.160 3.020 -0.1 0.1 -0.4
H -1.167 -2.126 3.025 0.2 0.0 -0.3
H -0.795 -2.788 1.422 -0.1 -0.1 0.5
H 0.804 -3.500 3.991 -0.1 0.0 -0.3
H -0.499 -4.464 3.294 0.2 0.1 -0.1
H 0.992 -4.247 2.382 -0.1 0.1 0.1
H 1.268 0.839 3.359 -0.2 -0.3 0.1
H -0.418 0.356 3.538 0.2 -0.1 0.0
H 1.957 -1.139 4.826 -0.2 0.1 0.1
H 0.856 -0.022 5.654 0.1 -0.2 -0.2
H 0.233 -1.552 5.031 0.2 0.1 0.0
```
Positions in Å, forces in eV/Å.

Properties
Total energy: -3146.8809 Eh
<S²>: 2.003
Total charge: +2
2S+1: 3
HOMO (alpha / beta): -13.855 / -13.882 eV
Orbital gap (alpha / beta): 6.92 / 6.98 eV

Results of the Löwdin charge analysis, in e, for atoms 1 through 6:
1 Tm 0.8084
2 P 0.9385
3 P 0.9427
4 N -0.3558
5 C -0.2995
6 H 0.0906